The following is a DFT calculation (wB97M-V/def2-TZVPD) of a 3-piece molecular cluster, C25H46ClO9P overall at a distorted geometry.

XYZ file:
```
82
Properties=species:S:1:pos:R:3
Cl -0.5586 3.7278 3.8564
P -2.7374 4.3728 0.2809
O -1.6503 5.0737 1.2685
O -1.9671 3.7347 -1.0119
O 1.6231 -0.3935 3.4630
O -3.6349 5.3970 -0.1893
O 5.4372 -1.6343 -2.7054
O -4.3226 -0.4115 1.3971
O -0.7659 -1.8751 4.3678
O -5.7628 1.0716 0.6043
O -2.4742 2.0616 4.1665
C -2.7759 -1.4125 -3.0296
C -2.0934 -1.4175 4.1350
C 5.9119 -2.7403 -2.5808
C -1.6093 2.2968 3.4563
C 7.3614 -3.0165 -2.8978
C -2.3371 -0.6547 -4.2859
C 1.8290 -0.7929 -1.9212
C -3.1410 -0.1674 2.1839
C -3.3933 1.6450 0.7122
C 1.4479 -0.3646 -3.3388
C -2.1151 -0.9170 -0.5711
C -1.4639 0.2565 0.1895
C 5.0796 -3.9048 -2.1014
C -0.8825 -0.1378 -4.2760
C -1.1753 1.5264 2.2333
C 2.3650 1.3333 4.9156
C 3.7983 0.4329 2.9790
C -2.9736 -0.4960 -1.8083
C 0.1859 -1.1482 -3.8222
C 2.9848 0.0428 -1.3641
C -4.6684 0.8003 0.8663
C 2.5095 0.3822 3.7564
C -2.2690 0.8166 1.4164
C -2.4666 -1.4871 2.6271
C -3.7429 3.0968 1.1428
H 7.8758 -3.3803 -2.0068
H 1.2531 0.7077 -3.2765
H 2.4368 2.3638 4.5641
H 1.3933 1.1888 5.3847
H 0.9921 -0.6699 -1.2310
H 4.0623 -3.5675 -1.9112
H -2.6799 -1.6082 0.0483
H -0.7689 4.7340 1.0461
H -0.8140 0.7983 -3.7197
H -3.5783 0.1823 3.1197
H -3.3191 1.7442 -0.3698
H 7.8398 -2.0972 -3.2295
H 0.4886 -1.7616 -4.6679
H -1.2930 -1.5014 -0.9934
H -0.1916 -1.4304 3.7292
H -1.3119 1.0629 -0.5291
H -0.4639 -0.0479 0.5183
H -0.5510 2.1536 1.6010
H -0.5068 0.7386 2.5974
H -2.5716 -1.2071 -5.1950
H -3.1862 -2.2984 2.5343
H -0.1259 -1.7447 -2.9701
H -1.6038 -1.7322 2.0083
H 2.6944 1.1001 -1.3990
H 5.0555 -4.6855 -2.8633
H 4.6386 0.2033 3.6359
H -4.0195 -0.4677 -1.4993
H -4.7459 3.2907 0.7662
H 7.4346 -3.7594 -3.6935
H -2.7997 -2.0188 4.7019
H -2.6696 0.5249 -2.0549
H -2.9740 0.2356 -4.3294
H -3.7592 -1.8310 -3.2639
H -2.1329 -0.3922 4.5175
H 3.9323 1.4243 2.5430
H 3.1448 1.1405 5.6540
H 2.3125 -0.5366 -3.9808
H 5.4967 -4.3064 -1.1765
H -2.1547 -2.2767 -2.8016
H 3.9078 -0.0599 -1.9455
H 2.1593 -1.8350 -1.9137
H 3.7673 -0.3022 2.1783
H -3.7838 3.2623 2.2188
H -0.6422 0.1095 -5.3138
H -1.0194 3.6591 -0.8153
H 3.2287 -0.2037 -0.3308
```

Its net charge is 0. The value obtained for the LUMO energy is -0.338 eV. The structure (SMILES) is CCCCCCCCCC[C@]1(CC(=O)Cl)[C@H](CCO)OC(=O)[C@H]1CP(=O)(O)O.CC(C)=O.CC(C)=O. The HOMO energy comes out at -10.043 eV. The HOMO-LUMO gap is 0.357 hartree. The calculation puts the max |F| at 3.77 eV Å⁻¹. Its electronic energy is -2458.96177 Ha.

Atom charges from the Löwdin analysis, given in e for atoms 1 to 6: 0.647, 0.455, -0.160, -0.122, 0.051, -0.255


The following is a DFT calculation (wB97M-V/def2-TZVPD) of one molecule with the formula C12H10O3 at a distorted geometry.

XYZ file:
```
25
Properties=species:S:1:pos:R:3
O 0.9345 -0.5144 0.8249
O 3.3141 0.9941 0.5093
O 4.6418 1.7450 -2.6367
C 1.3698 -0.2520 2.2694
C -1.0593 -1.0102 -2.9652
C 2.3807 0.9207 -0.1432
C 1.1550 0.4849 -2.5513
C -0.2764 -0.6616 -4.0485
C 0.9940 0.5430 -0.1173
C 3.5502 1.3788 -2.5195
C 0.8487 0.0911 -3.8391
C 0.6072 0.6880 3.1714
C -0.7967 -0.6149 -1.6651
C 0.3776 0.1051 -1.4325
C 2.3468 1.1915 -2.1940
H 0.9473 0.4086 4.1302
H 1.3656 -1.2834 2.5315
H -0.5342 -1.2405 -4.9948
H -1.8328 -1.6413 -3.1941
H -1.2905 -1.1704 -0.9173
H 1.3533 0.4921 -4.7265
H 0.4760 1.4088 0.4954
H -0.4599 0.6740 3.0244
H 0.9738 1.7034 3.0067
H 2.4276 0.0776 2.2271
```

Its net charge is 0. The value obtained for the LUMO energy is 0.301 eV. The energy above the lowest of the compared OMol25 structures with the same formula, charge and spin comes out at 452.98 kJ/mol. The HOMO energy comes out at -7.871 eV. The HOMO-LUMO gap is 0.300 hartree. The calculation puts the max |F| at 5.65 eV Å⁻¹. Its electronic energy is -688.84433 Ha.

Atom charges from the Löwdin analysis, given in e for atoms 1 to 6: -0.112, 0.233, 0.161, -0.175, -0.098, -0.126